Molecular formula: C3H4N2O
Method: DFT, ωB97M-V/def2-TZVPD

```
10
Properties=species:S:1:pos:R:3
O -1.85038 -0.85017 -0.87727
C -0.85775 -0.23990 -0.16509
N -0.87021 0.75491 0.72203
N 0.55187 0.96013 0.97440
C 1.27860 0.17196 0.16023
C 0.44092 -0.67914 -0.47898
H -2.76124 -0.63250 -0.65663
H 1.05092 1.77733 1.35477
H 2.32828 0.32561 -0.04997
H 0.68899 -1.58822 -0.98349
```

The molar mass is 84.1 g/mol. The value obtained for the energy above the lowest of the compared OMol25 structures with the same formula, charge and spin is 40.0 kcal/mol. The max |F| is 0.035 Eh/bohr. Its frontier orbital gap is 10.063 eV. As for the charge: 0. Its SMILES is Oc1cc[nH]n1.